(1)
DFT (ωB97M-V/def2-TZVPD) results for one molecule with the formula C7H8ClN in a non-equilibrium geometry.

The value obtained for the HOMO energy is -8.1600 eV. As for the lowest unoccupied orbital energy: 0.9 eV. The energy relative to the best compared isomer or geometry (same formula, charge and spin) comes out at 0.205 eV. As for the total charge: 0. As for the total energy: -21401.28458 eV.

Cartesian coordinates (Å):
C  -1.705  1.221  0.317
C  -0.395  0.530  0.055
C  0.678  1.344  -0.324
N  0.498  2.666  -0.607
C  1.933  0.736  -0.568
C  2.107  -0.591  -0.368
C  1.065  -1.416  0.156
C  -0.158  -0.880  0.209
Cl  -1.551  -1.935  0.466
H  -2.065  1.757  -0.567
H  -1.742  1.995  1.120
H  -2.490  0.556  0.556
H  1.301  3.244  -0.630
H  -0.291  3.075  -0.139
H  2.770  1.491  -0.735
H  3.035  -1.076  -0.539
H  1.210  -2.477  0.397

=====

(2)
DFT (ωB97M-V/def2-TZVPD) results for one molecule with the formula C7H8ClN3O in a non-equilibrium geometry.

The value obtained for the HOMO energy is -8.1321 eV. As for the lowest unoccupied orbital energy: 0.4 eV. The energy relative to the best compared isomer or geometry (same formula, charge and spin) comes out at 2.952 eV. As for the total charge: 0. As for the total energy: -26425.00408 eV.

Cartesian coordinates (Å):
N  -1.141  1.467  -0.589
C  0.188  1.464  -1.036
N  1.145  0.624  -0.678
C  0.799  -0.498  -0.007
C  1.245  -0.701  1.309
C  0.699  -1.735  2.185
C  -0.489  -2.556  1.769
C  -0.759  -2.620  0.341
Cl  -1.687  -3.891  -0.351
C  -0.153  -1.488  -0.538
N  0.505  2.586  -1.729
O  -0.193  3.874  -1.436
H  -1.526  2.327  -1.066
H  -1.326  0.975  0.269
H  2.148  -0.110  1.664
H  1.124  -1.990  3.093
H  -1.144  -3.212  2.450
H  -0.533  -1.485  -1.628
H  1.560  2.872  -1.597
H  -0.463  4.097  -2.426

=====

(3)
DFT (ωB97M-V/def2-TZVPD) results for C7H8DyN2O4S as an isolated structure in a non-equilibrium geometry.

The value obtained for the HOMO energy (alpha / beta) is -17.9802 / -18.0006 eV. As for the lowest unoccupied orbital energy (alpha / beta): -14.1 / -14.0 eV. Its multiplicity is 6. As for the total charge: +3. As for the total energy: -53444.36101 eV.

Cartesian coordinates (Å):
Dy  0.205  -0.105  0.318
C  0.041  1.918  1.684
O  -0.123  2.988  2.093
C  0.111  2.036  -1.002
O  0.083  3.152  -1.302
C  -1.965  0.989  0.449
O  -2.858  1.721  0.558
C  2.252  1.213  0.409
O  3.119  1.980  0.464
C  -0.003  -1.840  -4.374
H  0.932  -2.396  -4.243
H  -0.934  -2.397  -4.224
C  -0.007  -0.529  -4.663
H  -0.943  0.031  -4.778
H  0.925  0.033  -4.795
N  -1.235  -0.991  3.260
C  -0.139  -1.383  2.552
N  1.015  -0.615  2.740
S  -0.250  -2.503  1.283
H  -1.127  -0.588  4.192
H  -2.055  -1.593  3.180
H  1.907  -1.119  2.633
H  1.049  -0.004  3.565

=====

(4)
DFT (ωB97M-V/def2-TZVPD) results for C7H8F12N2O11RbS5 as an isolated structure in a non-equilibrium geometry.

The value obtained for the HOMO energy is -7.5094 eV. As for the lowest unoccupied orbital energy: 1.8 eV. The energy relative to the best compared isomer or geometry (same formula, charge and spin) comes out at 0.000 eV. As for the total charge: -1. As for the total energy: -120333.52651 eV.

Cartesian coordinates (Å):
Rb  -0.228  0.362  -0.677
C  -4.446  0.423  -1.481
F  -3.702  -0.608  -1.089
F  -5.558  -0.014  -2.073
F  -4.821  1.174  -0.435
S  -3.526  1.431  -2.777
O  -3.014  0.413  -3.650
O  -4.493  2.314  -3.373
N  -2.278  2.115  -1.862
S  -2.575  3.608  -1.809
O  -2.343  4.250  -3.092
O  -3.723  4.099  -1.084
C  -1.058  4.218  -0.840
F  -1.146  5.555  -0.711
F  -1.126  3.790  0.467
F  0.056  3.872  -1.459
C  -1.535  -1.414  2.185
F  -2.652  -1.604  1.552
F  -1.042  -0.181  2.061
F  -1.659  -1.564  3.507
S  -0.209  -2.626  1.590
O  1.077  -2.065  1.975
O  -0.487  -3.898  2.185
N  -0.538  -2.412  -0.074
S  -0.510  -3.801  -0.703
O  0.654  -4.617  -0.434
O  -1.752  -4.532  -0.704
C  -0.176  -3.338  -2.526
F  1.110  -3.024  -2.658
F  -0.456  -4.429  -3.236
F  -0.919  -2.329  -2.997
O  2.656  0.739  -0.322
S  3.942  0.218  0.065
O  5.081  0.566  -0.725
O  4.162  0.651  1.578
C  3.048  0.890  2.429
C  3.493  1.751  3.617
C  3.821  -1.571  0.240
H  2.406  0.077  2.767
H  2.376  1.589  1.920
H  2.683  1.751  4.345
H  3.918  2.716  3.362
H  4.303  1.224  4.138
H  4.622  -2.104  -0.260
H  2.887  -1.887  -0.229
H  3.675  -1.777  1.296

=====

(5)
DFT (ωB97M-V/def2-TZVPD) results for a 2-piece molecular cluster, C7H8F3N overall in a non-equilibrium geometry.

The value obtained for the HOMO energy is -10.0106 eV. As for the lowest unoccupied orbital energy: 0.1 eV. The energy relative to the best compared isomer or geometry (same formula, charge and spin) comes out at 0.819 eV. As for the total charge: 0. As for the total energy: -17028.78821 eV.

Cartesian coordinates (Å):
C  -1.595  2.145  1.012
C  -1.511  0.977  0.502
C  -2.661  0.133  -0.035
F  -3.858  0.822  0.132
F  -2.889  -1.072  0.520
F  -2.613  -0.082  -1.397
H  -2.368  2.783  1.116
H  -0.607  2.584  1.257
H  -0.709  0.212  0.653
C  2.080  -2.582  -0.376
C  1.539  -1.278  -0.697
C  2.011  -0.181  0.009
C  1.668  1.135  -0.145
N  1.432  2.216  0.057
H  1.403  -2.997  0.405
H  3.134  -2.669  -0.099
H  1.845  -3.202  -1.299
H  0.835  -1.088  -1.420
H  2.798  -0.249  0.801

=====

(6)
DFT (ωB97M-V/def2-TZVPD) results for one molecule with the formula C7H8F3N in a non-equilibrium geometry.

The value obtained for the HOMO energy is -8.4598 eV. As for the lowest unoccupied orbital energy: 0.7 eV. The energy relative to the best compared isomer or geometry (same formula, charge and spin) comes out at 1.570 eV. As for the total charge: 0. As for the total energy: -17028.03688 eV.

Cartesian coordinates (Å):
C  -1.459  -0.547  0.186
C  -0.645  -1.434  0.740
C  0.749  -1.602  0.340
C  1.473  -0.400  0.207
C  0.866  0.889  0.703
C  -0.052  1.526  -0.042
N  -0.141  1.425  -1.384
C  -0.732  2.707  0.653
F  0.219  3.727  0.848
F  -1.730  3.322  -0.003
F  -1.129  2.425  1.910
H  -1.280  -0.268  -0.791
H  -2.429  -0.530  0.553
H  -0.875  -1.788  1.785
H  1.148  -2.444  -0.119
H  2.318  -0.289  -0.381
H  0.871  1.239  1.786
H  0.703  1.013  -1.746
H  -0.320  2.387  -1.847

=====

(7)
DFT (ωB97M-V/def2-TZVPD) results for a 2-piece molecular cluster, C7H8F3N3 overall in a non-equilibrium geometry.

The value obtained for the HOMO energy is -9.3854 eV. As for the lowest unoccupied orbital energy: 1.0 eV. The energy relative to the best compared isomer or geometry (same formula, charge and spin) comes out at 1.201 eV. As for the total charge: 0. As for the total energy: -20010.62865 eV.

Cartesian coordinates (Å):
H  -2.316  -1.587  -1.930
N  -2.136  -1.818  -1.044
C  -2.112  -0.869  -0.180
N  -1.861  -1.214  1.122
C  -2.177  0.616  -0.413
F  -1.809  1.008  -1.606
F  -3.390  1.148  -0.071
F  -1.329  1.292  0.478
H  -2.258  -0.580  1.801
H  -1.725  -2.171  1.311
C  2.545  0.883  -0.847
C  2.547  1.390  0.438
C  1.850  0.820  1.449
N  1.060  -0.243  1.263
C  0.979  -0.706  0.028
C  1.744  -0.230  -1.100
H  3.185  1.298  -1.532
H  3.151  2.212  0.634
H  1.747  1.264  2.398
H  0.407  -1.693  -0.177
H  1.897  -0.820  -2.021

=====

(8)
DFT (ωB97M-V/def2-TZVPD) results for C7H8FNO2 as an isolated structure in a non-equilibrium geometry.

The value obtained for the HOMO energy is -9.2362 eV. As for the lowest unoccupied orbital energy: -0.3 eV. The energy relative to the best compared isomer or geometry (same formula, charge and spin) comes out at 0.094 eV. As for the total charge: 0. As for the total energy: -15688.30312 eV.

Cartesian coordinates (Å):
C  -1.384  0.529  -3.578
C  0.095  0.385  0.190
C  0.865  0.022  -2.409
C  -0.309  0.800  -2.670
C  0.102  -0.349  -1.154
C  0.630  -0.769  3.268
C  -0.469  0.003  2.398
N  -2.351  0.441  -4.231
O  0.608  1.451  0.351
O  -0.428  -0.469  1.043
F  -0.518  -1.573  -1.064
H  1.070  -0.756  -3.097
H  1.804  0.513  -2.166
H  -0.383  1.735  -2.192
H  0.254  -1.734  3.681
H  1.351  -1.045  2.536
H  0.955  -0.064  3.978
H  -0.389  1.121  2.374
H  -1.502  -0.242  2.741